1.
Computed, not measured: C30H32N2O6STeV as an isolated structure, with ωB97M-V/def2-TZVPD.

Geometry (Å):
V (0.015, 0.657, 2.017)
O (-1.472, -2.663, 1.866)
C (-2.629, -2.094, 2.430)
C (-2.366, -1.229, 3.657)
N (-1.944, 0.161, 3.373)
C (-3.046, 0.936, 2.777)
C (-2.534, 2.050, 1.872)
O (-3.192, 3.061, 1.725)
O (-1.419, 1.772, 1.254)
C (-1.524, 0.803, 4.642)
C (-0.026, 0.620, 4.885)
O (0.404, 0.301, 5.972)
O (0.684, 0.882, 3.818)
H (-0.898, -1.955, 1.542)
H (-3.263, -2.923, 2.752)
H (-3.195, -1.536, 1.676)
H (-1.579, -1.707, 4.243)
H (-3.272, -1.199, 4.280)
H (-3.704, 1.355, 3.538)
H (-3.649, 0.295, 2.138)
H (-2.101, 0.435, 5.489)
H (-1.683, 1.881, 4.558)
C (2.237, 2.341, -7.078)
C (1.997, 1.922, -5.649)
C (1.767, 0.594, -5.318)
C (1.532, 0.190, -4.009)
C (1.278, -1.283, -3.770)
C (1.519, 1.152, -2.973)
Te (1.185, 0.244, -0.986)
N (0.531, -0.947, 1.174)
C (1.172, -2.115, 1.026)
O (1.291, -2.737, -0.056)
C (1.871, -2.707, 2.233)
C (1.642, -2.246, 3.523)
C (2.304, -2.805, 4.607)
C (3.211, -3.837, 4.406)
C (3.448, -4.305, 3.120)
C (2.779, -3.744, 2.040)
C (-0.905, 0.062, -1.354)
C (-1.383, -1.249, -1.308)
C (-2.730, -1.507, -1.512)
C (-3.599, -0.454, -1.763)
C (-3.117, 0.843, -1.811)
C (-1.766, 1.135, -1.609)
C (-1.330, 2.572, -1.658)
C (1.759, 2.496, -3.299)
C (1.782, 3.612, -2.290)
C (1.992, 2.854, -4.627)
H (2.310, 1.473, -7.735)
H (3.162, 2.916, -7.169)
H (1.422, 2.972, -7.441)
H (1.770, -0.156, -6.105)
H (1.396, -1.842, -4.698)
H (0.266, -1.457, -3.401)
H (1.958, -1.705, -3.030)
H (0.949, -1.432, 3.681)
H (2.116, -2.416, 5.601)
H (3.737, -4.271, 5.250)
H (4.156, -5.110, 2.958)
H (2.938, -4.101, 1.030)
H (-0.692, -2.054, -1.088)
H (-3.095, -2.526, -1.455)
H (-4.656, -0.642, -1.916)
H (-3.803, 1.666, -1.985)
H (-2.148, 3.221, -1.344)
H (-1.022, 2.855, -2.668)
H (-0.508, 2.748, -0.980)
H (1.550, 3.265, -1.300)
H (1.061, 4.388, -2.559)
H (2.771, 4.076, -2.254)
H (2.172, 3.902, -4.859)
S (2.654, 2.641, 1.015)
C (1.460, 1.604, 0.890)

Results
Kohn-Sham gap (spin up / spin down) = 7.142 / 7.137 eV
Highest occupied orbital energy (spin up / spin down) = -0.17676 / -0.18545 Eh
Maximum force = 1.1 eV/Å
Charge = -1
2S+1 = 3

Löwdin atomic charge list, values in e, 2 entries: number 1, V, carries 0.801; number 2, O, carries -0.063

---

2.
Computed, not measured: one molecule with the formula C5H7N3O2, with ωB97M-V/def2-TZVPD.

Geometry (Å):
C (-2.809, 0.144, 0.088)
C (-1.375, 0.470, -0.087)
O (-1.024, 1.768, -0.056)
N (0.327, 1.895, -0.060)
C (0.803, 0.692, -0.271)
C (2.276, 0.446, -0.355)
N (2.842, -0.110, 0.724)
O (3.057, 1.266, -0.894)
C (-0.241, -0.286, -0.208)
N (-0.073, -1.677, -0.107)
H (-3.121, 0.282, 1.134)
H (-3.428, 0.795, -0.543)
H (-2.990, -0.901, -0.193)
H (2.496, -1.022, 1.016)
H (3.821, 0.482, 0.683)
H (-0.945, -2.169, 0.051)
H (0.385, -2.078, -0.921)

Results
Kohn-Sham gap = 9.325 eV
Highest occupied orbital energy = -0.32638 Eh
Maximum force = 5.2 eV/Å
2S+1 = 1
Structure (SMILES) = Cc1onc(C(N)=O)c1N

Löwdin atomic charge list, values in e, 2 entries: number 1, C, carries -0.001; number 2, C, carries -0.275

---

3.
Computed, not measured: C2H4N4 as an isolated structure, with ωB97M-V/def2-TZVPD.

Geometry (Å):
N (0.887, 1.094, -0.596)
C (0.094, 0.071, -0.311)
C (0.395, -0.983, 0.717)
N (-0.671, -0.863, 1.421)
N (-1.460, 0.113, 0.774)
N (-1.188, 0.010, -0.742)
H (0.491, 1.863, -1.121)
H (1.683, 1.284, -0.003)
H (1.234, -1.650, 0.864)
H (-1.465, -0.939, -1.002)

Results
Kohn-Sham gap (spin up / spin down) = 8.149 / 8.148 eV
Highest occupied orbital energy (spin up / spin down) = -0.28323 / -0.28321 Eh
Maximum force = 0.5 eV/Å
2S+1 = 1

Löwdin atomic charge list, values in e, 2 entries: number 1, N, carries 0.204; number 2, C, carries -0.438

---

4.
Computed, not measured: one molecule with the formula C5H11NO, with ωB97M-V/def2-TZVPD.

Geometry (Å):
C (2.217, -0.004, 0.369)
C (1.027, -0.319, 1.261)
N (-0.131, 0.199, 0.597)
C (-1.471, 0.278, 1.038)
C (-1.000, -0.489, -0.274)
C (-1.407, 0.087, -1.616)
O (-0.344, 0.386, -2.494)
H (3.150, -0.377, 0.797)
H (2.293, 1.080, 0.229)
H (2.070, -0.457, -0.619)
H (0.972, -1.398, 1.491)
H (1.087, 0.220, 2.213)
H (-2.006, -0.361, 1.733)
H (-1.738, 1.342, 1.195)
H (-0.825, -1.590, -0.319)
H (-2.038, -0.643, -2.136)
H (-2.026, 0.967, -1.406)
H (0.170, 1.078, -2.060)

Results
Kohn-Sham gap = 10.013 eV
Highest occupied orbital energy = -0.32649 Eh
Maximum force = 1.4 eV/Å
2S+1 = 1
Structure (SMILES) = CCN1C[C@H]1CO

Löwdin atomic charge list, values in e, 2 entries: number 1, C, carries -0.094; number 2, C, carries -0.254

---

What are the energy values for these records? In order: -3333.656713 -509.392272 -297.462201 -327.023996 Eh.